Record 1
Formula: C18H14AlCl33NO3
Source: the OMol25 dataset
Level of theory: ωB97M-V/def2-TZVPD

Values from the calculation:
- net charge = -1
- HOMO (eV) = -4.46
- energy (hartree) = -16403.4460
- M (g/mol) = 1489.2
- frontier orbital gap (eV) = 5.484

Each line ends with the Mulliken charge.
CARTESIAN COORDINATES (ANGSTROEM)
1 N -2.311 -3.756 0.823  -0.712
2 C -1.142 -4.462 1.481  -0.474
3 Al -0.244 -3.143 2.817  0.092
4 Cl 0.234 -4.406 4.658  -0.458
5 C -1.626 -1.689 3.202  -0.563
6 C -1.397 -0.875 4.563  0.044
7 O -0.092 -1.070 5.168  -0.444
8 O 1.256 -2.300 2.071  -0.180
9 C 1.758 -2.987 0.958  0.033
10 O 2.355 -4.091 1.128  -0.540
11 C 1.666 -2.434 -0.553  0.831
12 C 0.539 -2.969 -1.476  -0.080
13 C 0.446 -2.462 -2.940  -0.852
14 C 1.488 -1.434 -3.441  0.085
15 C 2.624 -0.858 -2.543  -0.459
16 C 2.714 -1.392 -1.081  -0.478
17 H -2.004 -2.813 0.511  0.266
18 H -3.063 -3.604 1.523  0.296
19 H -0.370 -4.775 0.698  0.195
20 H -1.559 -5.390 2.024  0.306
21 H -2.676 -2.164 3.277  0.241
22 H -1.637 -0.941 2.328  0.247
23 H -1.484 0.258 4.329  -0.129
24 H -2.238 -1.089 5.325  0.217
25 H -0.086 -0.445 5.935  0.201
26 H -0.243 -3.712 -1.116  0.222
27 H -0.367 -2.831 -3.649  0.318
28 H 1.393 -1.059 -4.516  0.015
29 H 3.361 -0.086 -2.930  0.499
30 H 3.544 -1.014 -0.387  0.324
31 C 3.741 -0.869 -6.672  0.229
32 Cl 4.774 -0.138 -7.920  -0.090
33 Cl 2.228 0.050 -6.548  -0.112
34 Cl 3.386 -2.559 -7.108  -0.007
35 Cl 4.572 -0.834 -5.110  -0.073
36 C 2.429 1.718 4.414  0.255
37 Cl 1.425 1.724 5.883  -0.098
38 Cl 2.111 0.251 3.467  0.105
39 Cl 2.045 3.151 3.432  -0.127
40 Cl 4.146 1.761 4.876  -0.124
41 C -2.590 3.459 5.345  0.215
42 Cl -3.679 3.920 4.018  -0.121
43 Cl -2.548 4.761 6.555  -0.047
44 Cl -3.181 1.965 6.104  -0.084
45 Cl -0.954 3.193 4.706  0.010
46 C -4.441 8.123 8.612  0.324
47 Cl -5.585 7.818 9.937  -0.058
48 Cl -4.286 9.874 8.355  -0.096
49 Cl -2.854 7.444 9.035  -0.090
50 Cl -5.038 7.356 7.125  -0.090
51 C -5.275 9.040 14.054  0.342
52 Cl -5.606 10.623 14.790  -0.104
53 Cl -4.197 8.107 15.114  -0.094
54 Cl -6.802 8.157 13.837  -0.106
55 Cl -4.497 9.272 12.474  -0.038
56 C -0.955 -0.562 -9.371  0.235
57 Cl -1.068 -0.504 -11.144  -0.112
58 Cl -1.100 1.083 -8.715  -0.108
59 Cl -2.265 -1.574 -8.727  -0.098
60 Cl 0.611 -1.251 -8.899  0.110
61 C 1.719 -5.472 -9.697  0.269
62 Cl 2.735 -4.754 -10.964  -0.032
63 Cl 0.183 -4.587 -9.595  -0.052
64 Cl 1.394 -7.174 -10.092  -0.108
65 Cl 2.564 -5.380 -8.135  -0.092
66 C 5.203 -1.439 -12.324  0.286
67 Cl 4.190 -1.492 -10.868  0.035
68 Cl 4.915 -2.896 -13.301  -0.112
69 Cl 4.796 0.003 -13.278  -0.103
70 Cl 6.915 -1.373 -11.852  -0.105



Record 2
Formula: C18H14BrN4O6PdS4Sb
Source: the OMol25 dataset
Level of theory: ωB97M-V/def2-TZVPD

Values from the calculation:
- <S²> = 0.76
- 2S+1 = 2
- net charge = -1
- HOMO (alpha / beta) (eV) = -5.80 / -6.14
- energy (hartree) = -5899.7553
- M (g/mol) = 818.7
- frontier orbital gap (alpha / beta) (eV) = 7.023 / 7.598

Each line ends with the Mulliken charge.
CARTESIAN COORDINATES (ANGSTROEM)
1 Pd -0.129 -0.479 0.202  0.768
2 C 1.593 5.798 5.229  -1.457
3 C 1.576 4.363 4.777  1.079
4 C 0.589 3.904 3.906  -1.068
5 C 0.553 2.582 3.501  -0.163
6 C 1.521 1.707 3.975  0.027
7 C 2.516 2.138 4.836  -0.432
8 C 2.536 3.467 5.233  -0.694
9 S 1.498 0.033 3.409  1.372
10 O 0.181 -0.470 3.852  -0.701
11 O 2.647 -0.633 3.963  -0.731
12 N 1.443 0.106 1.851  0.047
13 C 2.477 -0.075 0.982  0.702
14 C 3.855 0.051 1.192  -0.921
15 C 4.693 -0.154 0.117  -0.325
16 C 4.181 -0.487 -1.137  -0.896
17 C 2.812 -0.613 -1.266  -0.430
18 N 2.003 -0.408 -0.234  0.460
19 H 1.040 6.435 4.539  0.350
20 H 2.613 6.177 5.302  0.368
21 H 1.133 5.899 6.215  0.292
22 H -0.154 4.595 3.527  0.326
23 H -0.198 2.229 2.805  0.196
24 H 3.259 1.433 5.184  0.483
25 H 3.314 3.812 5.904  0.359
26 H 4.233 0.293 2.174  0.435
27 H 5.763 -0.057 0.253  0.383
28 H 4.827 -0.655 -1.986  0.389
29 H 2.321 -0.899 -2.187  0.498
30 S -2.716 -2.692 4.231  -0.567
31 Sb -1.489 -1.676 2.708  1.081
32 S 0.049 -2.608 1.290  -0.446
33 S -2.055 0.181 1.500  -0.460
34 Br -1.585 -4.678 -6.707  -0.220
35 C -2.217 -3.927 -5.083  0.031
36 C -3.558 -4.049 -4.757  -0.143
37 N -4.065 -3.546 -3.636  -0.648
38 C -3.238 -2.904 -2.813  -0.169
39 C -1.881 -2.739 -3.062  0.005
40 C -1.355 -3.267 -4.231  -0.318
41 C -0.970 -2.010 -2.095  0.824
42 O -1.572 -1.489 -1.098  -0.711
43 O 0.231 -1.938 -2.358  -0.654
44 H -4.239 -4.568 -5.421  0.359
45 H -3.661 -2.495 -1.904  0.472
46 H -0.300 -3.152 -4.437  0.539
47 O -0.465 1.132 -0.977  -0.482
48 N -0.082 2.321 -0.669  0.121
49 O 0.458 2.464 0.396  -0.328



Record 3
Formula: C18H14BrN5O2Pb
Source: the OMol25 dataset
Level of theory: ωB97M-V/def2-TZVPD

Values from the calculation:
- HOMO (eV) = -8.92
- energy (hartree) = -3885.4015
- M (g/mol) = 619.4
- frontier orbital gap (eV) = 8.205

Each line ends with the Mulliken charge.
CARTESIAN COORDINATES (ANGSTROEM)
1 Pb 0.178 -0.269 -3.927  1.065
2 O -2.372 0.918 0.951  -0.693
3 C -3.398 0.391 0.188  0.486
4 C -4.639 0.244 0.786  -0.462
5 C -5.680 -0.322 0.069  -0.356
6 C -5.486 -0.730 -1.244  -0.641
7 C -4.239 -0.587 -1.832  -0.715
8 C -3.183 -0.038 -1.120  0.065
9 C -1.806 0.071 -1.729  1.090
10 O -1.777 -0.163 -3.078  -0.788
11 N -0.953 -0.931 -1.031  -0.203
12 N 0.336 -0.931 -1.479  -0.264
13 C 1.273 -1.202 -0.659  -0.436
14 C 2.680 -1.310 -1.009  0.149
15 Br 3.105 -1.558 -2.844  -0.212
16 C 3.675 -1.290 -0.121  -0.818
17 C 3.515 -1.015 1.317  0.316
18 C 2.739 0.051 1.776  -0.360
19 C 2.607 0.289 3.135  -0.649
20 C 3.252 -0.529 4.051  -0.431
21 C 4.045 -1.578 3.603  -0.505
22 C 4.184 -1.813 2.246  -0.386
23 H -1.863 1.546 0.424  0.330
24 H -4.770 0.585 1.805  0.435
25 H -6.651 -0.433 0.534  0.376
26 H -6.303 -1.162 -1.806  0.397
27 H -4.058 -0.900 -2.851  0.388
28 H -1.394 1.076 -1.515  -0.363
29 H -1.022 -0.846 -0.019  0.414
30 H 1.041 -1.371 0.392  0.658
31 H 4.682 -1.485 -0.472  0.432
32 H 2.265 0.714 1.062  0.715
33 H 2.009 1.124 3.478  0.407
34 H 3.150 -0.342 5.112  0.381
35 H 4.559 -2.211 4.314  0.377
36 H 4.807 -2.629 1.898  0.434
37 N 1.792 5.860 -1.935  -0.501
38 C 1.317 4.819 -1.779  0.401
39 N 0.744 3.651 -1.511  -0.560
40 C 0.820 2.653 -2.284  0.663
41 N 0.819 1.650 -2.895  -0.638



Q: Which value of M does entry 1 give?
A: 1489.2 g/mol



Q: energy of number 1 (C18H14AlCl33NO3)?
A: -16403.4460 hartree



Q: What is the formula in the third record?
A: C18H14BrN5O2Pb



Q: Which value of energy does entry 3 give?
A: -3885.4015 hartree